Entry 1:
Entry from OMol25: a cluster of 4 separate species, C4H16O4 in total in a non-equilibrium geometry (the ωB97M-V functional and the def2-TZVPD basis).

Geometry as XYZ:
```
24
Properties=species:S:1:pos:R:3
H 0.4220 0.0800 1.1046
O -0.0649 -1.0728 -1.1434
C 1.4568 1.6044 0.2396
H 1.8411 0.5405 4.0736
H -2.4715 -2.0907 -3.1605
H 1.4483 2.2935 -0.6111
H -2.4468 -0.6213 -1.2374
H 1.8408 2.0980 1.1274
C 0.1423 0.8677 0.4101
H 0.8551 -1.8679 1.2572
O -2.0501 -1.3357 -3.5864
C -2.0150 0.1797 -0.6444
C -0.4862 0.2900 -0.8365
O 1.5100 -2.4837 0.9374
O 1.1946 1.0269 3.5541
H 2.2000 -2.1580 0.3623
H -0.6216 1.4608 0.9134
H 2.2833 0.9459 -0.0581
H 0.3678 0.5388 3.6358
H -0.3334 0.9349 -1.7053
H -1.3511 -1.1401 -2.9517
H -2.4285 1.0934 -1.0248
H 0.8921 -1.0325 -1.0369
H -2.1850 -0.1515 0.3810
```

Its electronic energy is -462.9239 a.u. The LUMO energy comes out at 0.4 eV. The value obtained for the relative energy (zero: lowest compared OMol25 entry of this formula, charge and spin) is 23.9 kcal per mole. The calculation puts the maximum force at 1.95 eV Å⁻¹. As for the SMILES: CC[C@H](C)O.O.O.O.

Entry 2:
Entry from OMol25: a structure of composition C34H30N2O6S2Tl in a non-equilibrium geometry (the ωB97M-V functional and the def2-TZVPD basis).

Geometry as XYZ:
```
75
Properties=species:S:1:pos:R:3
H -4.3175 3.5951 -1.5986
H 4.1456 0.1628 -1.5243
H 0.1045 -3.3100 -3.9789
C -4.0617 0.1016 2.4787
H -2.7188 0.9975 -3.5830
H 2.9612 4.0315 -0.5175
H -2.6418 -4.2780 -0.8582
C 7.0735 4.2730 -0.4538
C -1.6254 -4.0696 -1.1750
H 0.0890 -4.5629 1.7412
Tl 0.8714 0.6396 1.9076
C -3.6452 -2.1278 1.4098
C -1.3859 -3.7598 -2.5034
N -1.5873 -3.2911 1.8012
C 3.2727 0.2628 -2.1638
O 2.3465 0.7713 3.3133
C -4.1185 1.0723 1.3256
H 7.4673 5.2622 -0.2190
C -1.6925 0.5971 -1.7531
H -1.4561 -5.3047 1.3422
O -0.5089 -0.0210 0.1570
C -3.0391 -3.4057 1.9116
C -0.5761 -4.1352 -0.2615
H 6.0627 1.9523 2.8108
H -3.3694 -4.2524 1.3174
H 2.0783 2.6810 1.3640
C 0.9660 -3.6267 -2.0411
C 3.1534 2.7791 1.2507
H -3.3914 -1.9627 0.3586
C 3.5505 1.3721 3.3382
S 0.6761 -2.0460 2.1498
C 3.6266 3.5574 0.1895
H -2.9738 4.1251 0.4061
H -5.4574 -0.1325 0.1471
C -3.4374 2.2827 1.3947
C 0.7219 -3.9200 -0.7065
H -2.2082 -3.7206 -3.2051
C -0.0862 -3.5322 -2.9376
H 1.9836 -3.4825 -2.3801
C -0.6074 0.7392 -3.8889
C -4.2531 2.8840 -0.7860
H 7.6234 3.7997 -1.2668
C 0.7179 0.3046 -1.9030
C 5.8480 3.1359 1.0285
N -3.1294 -1.0242 2.2219
C -3.4995 3.1820 0.3394
H -0.6584 0.8877 -4.9587
C 0.6070 0.5176 -3.2869
O 2.1902 -0.0395 -0.0943
C -0.8428 -4.4157 1.1993
C 5.3981 2.3869 2.0793
H -5.5647 1.4620 -1.7165
C 4.0077 2.1972 2.1779
C -1.7651 0.7926 -3.1126
H -5.0415 -0.3385 2.6621
H -2.8633 2.5213 2.2812
H 3.2875 -0.5182 -2.9250
H 3.3021 1.2247 -2.6761
C -0.4716 0.2985 -1.1173
H -4.7280 -2.1479 1.5109
C -4.8778 0.7827 0.1948
H -3.3217 -3.5903 2.9521
O 4.2341 1.2024 4.3108
H -2.5667 0.6370 -1.1182
C -4.9495 1.6852 -0.8550
H -3.7342 0.5968 3.3867
O 7.1344 3.4460 0.7103
C 2.0437 0.1535 -1.3033
S -1.2392 0.2141 3.5842
H 1.5448 -3.9895 -0.0070
C -1.8719 -0.9957 2.5981
H 1.4938 0.5102 -3.9047
C 4.9862 3.7054 0.1024
O 5.6927 4.3912 -0.8304
C -0.9781 -2.1744 2.1560
```

Its electronic energy is -2843.1906 a.u. As for the charge: +1. The LUMO energy comes out at -4.9 eV. The value obtained for the relative energy (zero: lowest compared OMol25 entry of this formula, charge and spin) is 8.6 kcal per mole. The calculation puts the maximum force at 2.49 eV Å⁻¹.

Entry 3:
Entry from OMol25: a structure of composition C19H42P2SiW in a non-equilibrium geometry (the ωB97M-V functional and the def2-TZVPD basis).

Geometry as XYZ:
```
65
Properties=species:S:1:pos:R:3
P 2.0073 0.7280 -2.2031
H 0.4679 -1.2618 -2.5460
H 1.7375 0.6176 0.0230
C 0.8676 0.1128 1.8683
H 1.4192 3.8967 2.8589
H 1.6319 0.6675 2.4310
H 0.6530 -0.7388 2.5357
C -1.2269 -4.0406 2.3426
H 1.0476 5.2273 0.1578
H 3.8191 2.5047 -0.0763
H -3.9103 -5.2437 -0.3412
H 4.3059 0.2007 -2.6671
H -1.3856 -5.0316 2.7892
H -2.1746 -5.4105 -0.6637
H 3.6524 2.5250 -2.5153
H 3.0653 3.2841 2.5238
P 1.5193 2.9165 0.6517
H -1.2066 -3.3130 3.1637
C 0.3686 -0.6159 -1.6653
C 2.2037 3.8095 2.0939
H 1.5103 -0.2908 -4.2842
H -2.9267 -0.4130 2.4669
Si -2.5914 -3.7257 1.1060
C 1.9253 0.6870 -4.0123
H -4.0172 -0.5235 1.0407
H -5.0234 -3.3673 1.3926
H -3.2909 1.0717 1.5167
H -0.2291 -4.0534 1.8864
H -1.5821 2.4748 0.7973
W -1.4294 -0.6215 0.5071
H -0.8502 1.2126 2.6487
H 2.4694 -0.8143 0.7436
H 2.9396 0.7928 -4.4252
C 3.6013 -0.0959 -1.8764
C 1.4906 -0.3359 0.5545
C -0.3627 0.9531 1.7069
H -0.4434 4.3141 0.5320
C -0.9752 0.1587 -1.5740
H -1.9924 -0.3411 -1.1304
C 0.5065 4.2895 -0.0125
H -4.1541 -2.2487 2.4448
C -0.6261 1.4749 -0.9007
C 2.9693 3.0309 -0.5482
H 3.4411 -1.1768 -1.9161
H 0.4638 1.6558 -1.0969
H -2.9628 -2.3469 -0.9204
H -1.3009 -2.8882 -0.8651
C -4.1458 -3.2667 2.0401
H 4.0333 0.1802 -0.9060
H -4.2820 -3.9555 2.8847
C 2.6948 2.5304 -1.9740
C -2.0863 -2.4573 -0.2287
H 0.2992 4.1735 -1.0831
H -2.8842 -6.1509 0.7911
H 1.2914 1.4933 -4.3956
C -3.1471 -0.0130 1.4593
H 3.2192 4.1035 -0.5556
H 2.0345 3.2223 -2.5220
H -1.0412 2.3141 -1.4934
C 0.5973 -1.1866 -0.3062
H 2.5097 4.8165 1.7747
H 0.7226 -2.2647 -0.1683
C -2.9213 -5.2787 0.1289
H -1.4003 0.3991 -2.5580
C -0.9157 1.6331 0.5684
```

Its electronic energy is -1787.5239 a.u. As for the spin multiplicity: 3. As for the charge: +2. The LUMO energy (spin up / spin down) comes out at -6.8 / -9.4 eV. The value obtained for the relative energy (zero: lowest compared OMol25 entry of this formula, charge and spin) is 35.4 kcal per mole. The calculation puts the maximum force at 2.68 eV Å⁻¹.